1.
This record from the Open Molecules 2025 dataset describes C40H48Cl6N8O4PY as an isolated structure. The level of theory is ωB97M-V with the def2-TZVPD basis set.

The geometry in XYZ format:
```
108
Properties=species:S:1:pos:R:3:forces:R:3:lowdin_charge:R:1
Y -0.27596 -0.09995 -0.07234 -0.58 0.80 0.28 1.377
Cl 0.59756 6.49441 2.18082 0.02 -0.03 0.03 0.640
C -0.09056 4.90488 2.01743 0.07 -0.01 -0.10 -0.708
C 0.00112 4.27148 0.77662 0.04 0.09 -0.11 -0.053
C -0.50300 2.99504 0.59246 -0.08 -0.07 -0.14 -0.205
N -0.46584 2.23813 -0.59082 0.03 0.12 0.43 0.021
C -0.22716 2.75257 -1.78428 0.02 -0.05 -0.10 -0.491
O 0.16624 3.88113 -2.11952 -0.04 0.02 -0.01 -0.012
C -0.52153 1.75100 -2.89960 0.04 0.01 0.12 -0.199
C -0.58004 2.18994 -4.21392 0.02 0.00 -0.12 -0.013
C -0.81331 1.26521 -5.21744 0.00 0.01 0.02 -0.057
C -0.98312 -0.07039 -4.87752 -0.04 0.05 -0.06 -0.056
C -0.92896 -0.41911 -3.54033 0.06 -0.02 0.10 -0.131
N -0.70680 0.46922 -2.57199 -0.06 0.01 0.23 0.056
C -1.15756 2.34927 1.68889 -0.25 0.04 -0.14 -0.225
C -1.21804 2.98349 2.92090 -0.01 0.12 0.03 -0.052
C -0.67357 4.25814 3.08472 -0.08 -0.09 0.04 -0.707
Cl -0.71936 4.97693 4.67070 0.01 0.00 -0.03 0.642
N -1.73901 1.13163 1.35671 0.07 0.50 0.33 -0.013
C -2.75862 0.60558 2.01160 -0.10 0.18 -0.06 -0.499
O -3.16269 0.80780 3.16473 -0.11 -0.10 -0.02 -0.002
C -3.58255 -0.28454 1.07755 0.17 0.14 -0.02 -0.191
C -4.81450 -0.76047 1.49743 -0.10 -0.07 0.02 -0.019
C -5.60623 -1.45511 0.59804 0.00 0.01 -0.01 -0.056
C -5.15130 -1.62610 -0.70078 -0.07 0.00 0.04 -0.062
C -3.90998 -1.11158 -1.03506 0.11 0.07 0.06 -0.184
N -3.12753 -0.46459 -0.17163 0.00 -0.18 0.18 0.048
H 0.45872 4.78720 -0.05409 -0.01 0.00 0.01 0.096
H -0.44219 3.24460 -4.40659 0.04 -0.01 -0.01 0.115
H -0.86104 1.57912 -6.25292 -0.01 0.00 0.00 0.106
H -1.16089 -0.82775 -5.62880 -0.01 0.01 0.01 0.103
H -1.05896 -1.44766 -3.22150 0.07 0.00 0.00 0.092
H -1.71397 2.49641 3.74640 0.01 -0.01 0.00 0.100
H -5.12802 -0.54963 2.51107 0.03 -0.03 0.00 0.117
H -6.57126 -1.84533 0.89816 0.01 0.02 -0.01 0.107
H -5.74343 -2.14616 -1.44139 0.01 0.02 -0.01 0.103
H -3.51884 -1.22096 -2.04040 0.02 -0.04 0.00 0.093
Cl 4.01350 -2.44984 -1.75952 -0.13 -0.04 0.04 0.664
C 2.51257 -3.35572 -1.46580 0.09 -0.13 0.09 -0.567
C 2.60699 -4.73124 -1.53819 0.02 0.14 -0.01 -0.166
C 1.48808 -5.53702 -1.34715 0.02 0.03 -0.01 -0.143
C 0.27752 -4.90177 -1.07754 -0.06 0.10 0.00 -0.160
C 0.22640 -3.53118 -0.98638 -0.11 -0.18 0.00 -0.551
Cl -1.32879 -2.76968 -0.63255 0.16 -0.27 -0.25 0.739
C 1.32057 -2.59253 -1.14065 0.32 0.35 -0.09 -0.584
N 1.21912 -1.30226 -0.98791 0.36 -1.06 -0.35 -0.194
H 3.57132 -5.17764 -1.74911 -0.01 0.01 -0.05 0.091
H 1.55062 -6.61228 -1.43248 0.01 0.01 0.03 0.085
H -0.63141 -5.47727 -0.94330 0.02 0.01 0.01 0.097
C 5.16835 1.00084 -1.08277 -0.11 -0.05 0.01 -0.059
C 3.73139 0.85407 -0.52644 -0.12 0.03 -0.07 -0.165
N 2.79274 1.58183 -1.36975 0.05 0.14 -0.36 -0.119
C 2.71385 0.93900 -2.68629 -0.06 0.07 0.21 -0.145
C 4.12165 0.80135 -3.29841 -0.02 0.03 0.04 -0.068
N 5.05231 1.63052 -2.44832 -0.05 -0.06 0.03 -0.086
C 4.52670 3.03433 -2.33263 -0.01 0.10 0.00 -0.060
C 3.21129 2.97099 -1.52392 0.01 -0.18 0.23 -0.124
H 5.65642 0.03479 -1.20598 0.04 0.01 -0.05 0.113
H 5.80069 1.65253 -0.48065 0.02 0.04 -0.03 0.127
H 3.67636 1.24059 0.48913 0.00 0.03 0.01 0.102
H 3.40538 -0.18661 -0.51893 -0.02 -0.01 0.05 0.051
H 2.07726 1.54709 -3.32879 -0.01 0.01 0.01 0.118
H 2.25874 -0.04388 -2.53670 -0.03 -0.04 -0.01 0.079
H 4.18723 1.17306 -4.32021 0.03 0.04 0.00 0.129
H 4.48009 -0.22504 -3.25770 0.06 -0.02 0.00 0.082
H 5.96831 1.65704 -2.88573 0.02 -0.03 0.02 0.180
H 4.37796 3.40562 -3.34586 0.01 -0.06 -0.03 0.131
H 5.29268 3.64057 -1.85084 0.05 -0.05 0.01 0.128
H 2.42219 3.54215 -2.00972 -0.03 0.01 -0.04 0.108
H 3.36123 3.39158 -0.52725 -0.02 0.01 -0.02 0.125
Cl 2.40050 -2.05173 1.89699 0.03 0.07 0.15 0.675
C 3.92927 -2.90036 1.86890 0.20 -0.14 -0.01 -0.974
Cl 5.08281 -2.30048 3.09751 -0.09 -0.03 -0.09 0.503
H 4.37471 -2.75897 0.89119 0.04 -0.02 0.01 -0.024
H 3.74742 -3.94858 2.07049 0.05 -0.03 0.01 0.031
O 1.39015 0.98075 1.40653 -0.07 -0.13 -0.60 -0.076
C 1.61007 1.44518 2.52753 -0.24 -0.35 0.38 -0.473
C 2.37420 2.72175 2.75489 0.20 -0.02 -0.01 -0.074
C 3.78197 2.48090 3.35265 -0.10 -0.10 -0.03 -0.157
C 3.89920 1.18495 4.15542 -0.06 0.10 0.07 -0.213
C 2.95203 1.09254 5.35237 -0.01 -0.03 -0.07 -0.156
C 1.46224 1.23094 4.97691 0.07 0.03 -0.14 -0.148
N 1.17979 0.79609 3.61856 0.03 0.10 0.13 0.110
H 1.78743 3.35234 3.42343 -0.02 -0.01 -0.01 0.106
H 2.42483 3.24022 1.80004 0.01 0.01 -0.01 0.111
H 4.04661 3.33516 3.97914 0.03 0.02 -0.02 0.115
H 4.51421 2.44357 2.54139 0.00 0.02 0.00 0.097
H 4.92399 1.07090 4.51499 0.01 -0.01 -0.03 0.111
H 3.70671 0.33956 3.49036 0.08 -0.04 0.02 0.068
H 3.19383 1.87076 6.08132 0.01 -0.04 0.03 0.114
H 3.12243 0.12924 5.83891 -0.02 0.01 0.02 0.106
H 1.13475 2.26604 5.09054 -0.05 0.01 0.03 0.106
H 0.84953 0.63261 5.64890 -0.04 0.03 0.00 0.112
H 0.61442 -0.02243 3.43311 -0.03 0.00 -0.09 0.094
C -0.91370 -4.11320 2.47107 0.10 -0.22 -0.12 -0.180
P -0.95805 -2.46062 3.14392 0.16 0.15 -0.30 0.552
C -2.58264 -2.26337 3.84909 -0.27 0.05 -0.03 -0.156
C 0.13103 -2.48087 4.57052 0.10 0.12 0.20 -0.177
O -0.57232 -1.39836 2.14651 0.08 -0.02 0.07 -0.471
H -1.04635 -4.84939 3.26587 0.01 0.00 -0.03 0.061
H 0.04190 -4.27195 1.96643 -0.03 -0.02 0.01 0.048
H -1.71047 -4.22161 1.73585 0.02 -0.01 0.00 0.034
H -2.67103 -2.88407 4.74244 -0.03 0.00 -0.02 0.064
H -3.33719 -2.56442 3.12068 0.00 0.01 0.03 0.055
H -2.75059 -1.21120 4.08920 0.00 0.00 0.04 0.048
H -0.09797 -3.33948 5.20336 0.01 0.03 0.00 0.060
H -0.03442 -1.56894 5.15073 0.03 -0.05 0.00 0.049
H 1.17122 -2.52299 4.25363 0.01 -0.02 0.00 0.016
```
Positions in Å, forces in eV/Å.

ΔE to the lowest compared entry with this formula, charge and spin in kJ/mol: 0.0
HOMO-LUMO gap in eV: 5.40
Lowest unoccupied orbital energy in eV: -0.4
Charge: 0

=====

2.
This record from the Open Molecules 2025 dataset describes C40H48Cl8F6FeNO31S2 as an isolated structure. The level of theory is ωB97M-V with the def2-TZVPD basis set.

The geometry in XYZ format:
```
137
Properties=species:S:1:pos:R:3:forces:R:3:lowdin_charge:R:1
Fe -0.58314 -0.31619 -1.31514 -1.47 -2.26 2.00 1.162
Cl -3.05011 -2.63631 -0.40739 -3.24 -2.20 -1.40 0.672
O -1.92576 -1.77646 -0.27268 2.97 3.66 2.09 -0.401
O -2.48988 -3.60298 -1.29064 -0.73 -1.94 -0.25 -0.329
O -3.61939 -3.20338 0.82428 2.03 1.09 -1.22 -0.313
O -4.11239 -1.91858 -1.06531 0.13 0.39 0.14 -0.332
Cl 0.87983 -0.01951 1.54625 -4.38 -1.41 0.36 0.743
O 1.01765 -0.78064 0.31547 3.59 -1.96 -2.36 -0.379
O 0.40944 -0.91870 2.55659 1.94 0.08 1.01 -0.279
O 1.96649 0.82817 1.97637 -1.00 -0.92 -1.05 -0.297
O -0.36278 0.57883 1.07917 -1.10 3.93 0.25 -0.355
C -0.39795 4.04987 -1.52351 0.73 -0.48 -0.19 -0.589
F 0.15117 3.64451 -0.38877 -0.65 0.15 0.12 0.150
F -1.71800 4.20999 -1.42716 1.16 0.39 0.19 0.165
F 0.24642 5.16238 -1.91877 -1.16 -1.11 0.16 0.161
S -0.17181 2.62856 -2.83244 -4.57 -0.77 -2.46 0.793
O -1.53195 2.18924 -3.20056 2.47 1.25 0.59 -0.319
O 0.58615 3.26409 -3.89102 -0.11 -0.85 1.89 -0.252
N 0.42639 1.05371 -2.08805 2.22 5.43 -2.33 -0.339
S 1.98560 1.10961 -2.65132 3.64 -4.39 -2.06 0.684
O 2.54688 -0.18481 -2.24101 -0.59 2.05 0.49 -0.303
O 2.22111 1.31204 -4.10203 -0.80 0.72 3.29 -0.288
C 2.98164 2.47043 -1.61857 -1.00 0.01 -0.37 -0.560
F 4.25554 2.17395 -1.74764 -0.33 -1.02 0.95 0.164
F 2.91558 3.67082 -2.18964 -1.26 0.02 0.77 0.151
F 2.45938 2.44867 -0.32885 1.68 0.15 -2.54 0.090
C 1.86109 5.88814 1.49747 0.50 -1.84 0.23 0.063
C 1.44032 4.72745 2.05557 1.72 0.51 -1.01 -0.237
C 0.05485 4.54055 2.46600 -1.68 -0.27 1.03 -0.358
O -0.38986 3.53525 3.00020 1.06 -0.34 -0.36 0.125
C -0.83687 5.63348 2.22251 0.18 4.09 -1.04 0.080
C -0.37157 6.86403 1.76059 -1.02 0.23 0.44 -0.157
C 1.08259 7.09411 1.37988 1.07 -1.42 -0.26 -0.327
O 1.63543 8.08862 0.93844 -1.83 0.32 0.31 0.118
O -1.13412 8.00292 1.65538 0.10 -1.95 0.25 0.088
O 2.25763 3.66110 2.11026 -0.68 0.96 -0.04 0.078
H 2.81016 5.81915 0.98666 0.31 0.49 0.24 0.139
H -1.87115 5.57734 2.52831 -0.03 -0.25 -0.01 0.131
H -0.67765 8.56304 1.02333 0.34 0.57 -0.08 0.104
H 1.65781 2.93489 2.29581 0.07 -1.04 0.41 0.056
C -3.05723 -1.73641 -4.92196 -0.10 -0.18 0.66 0.100
C -3.30951 -1.89670 -6.25758 -2.65 -0.78 1.15 -0.152
C -2.37588 -1.44833 -7.31351 0.65 1.66 -0.08 -0.330
O -2.65395 -1.47379 -8.49842 -0.10 -0.63 0.66 0.134
C -1.14867 -0.82994 -6.78783 0.23 -0.91 1.13 0.081
C -0.88884 -0.71356 -5.44987 1.26 0.58 -0.39 -0.169
C -1.89412 -1.03376 -4.34693 0.85 0.29 -0.18 -0.210
O -1.67312 -0.73783 -3.14767 -0.96 -0.99 -2.47 0.011
O 0.32922 -0.30877 -4.97805 -1.82 -0.71 -0.10 0.071
O -4.54171 -2.41237 -6.70004 2.79 0.79 1.42 0.098
H -3.67112 -2.17215 -4.14759 -0.65 0.09 -0.16 0.138
H -0.35374 -0.72084 -7.51073 0.07 0.41 -0.07 0.133
H 0.92667 -0.22098 -5.72436 0.42 0.31 -0.08 0.121
H -4.41050 -2.52282 -7.64460 -0.18 0.00 -0.74 0.097
C -5.27857 1.88648 0.58537 -0.90 -0.49 0.84 0.064
C -4.06031 1.36305 0.39694 0.79 -1.26 2.57 -0.157
C -3.32022 1.50690 -0.88457 -0.48 -0.05 -0.59 -0.188
O -2.22364 0.94897 -1.03026 -0.69 0.37 0.07 -0.018
C -4.09562 2.26884 -1.91217 2.77 -1.71 -0.77 0.065
C -5.27148 2.77370 -1.68186 -4.99 2.03 -0.26 -0.179
C -6.03570 2.64370 -0.36237 0.77 0.34 -0.07 -0.299
O -7.13323 3.13731 -0.14436 0.94 -0.35 -0.87 0.126
O -6.05039 3.38563 -2.65197 2.20 -0.99 0.44 0.098
O -3.45321 0.64339 1.40395 0.41 0.99 -3.54 0.094
H -5.83050 1.63697 1.47952 0.21 0.13 0.32 0.127
H -3.80004 2.25172 -2.95079 0.56 0.15 0.14 0.128
H -6.89991 3.63859 -2.28329 -0.34 0.00 0.61 0.102
H -4.04906 0.60653 2.15575 -0.56 0.19 1.12 0.038
C 2.40420 -3.22081 -2.46713 1.54 0.37 1.96 0.057
C 3.25725 -4.09939 -2.99340 3.54 -0.34 1.51 -0.158
C 2.89451 -5.02962 -4.05948 0.52 -2.36 -2.55 -0.265
O 3.68773 -5.79323 -4.71338 -2.58 2.96 2.76 0.090
C 1.45160 -4.95103 -4.28878 -1.75 1.13 -0.06 0.095
C 0.57424 -3.97297 -3.78930 3.07 -1.87 -0.43 -0.222
C 1.05498 -3.02608 -2.77180 -0.47 2.70 1.31 -0.216
O 0.46722 -2.06247 -2.17603 -0.09 -2.23 -1.54 0.005
O -0.63789 -3.82335 -4.18328 -2.12 0.12 -0.46 0.165
O 4.53938 -4.24383 -2.46584 -2.39 0.84 -0.70 0.109
H 2.69081 -2.66098 -1.58914 0.51 0.24 -0.13 0.134
H 1.03573 -5.63475 -5.01404 0.04 -0.11 -0.22 0.126
H -0.86207 -4.58332 -4.72530 -0.52 -0.14 -0.38 0.144
H 5.02430 -4.81822 -3.06294 0.23 -0.46 -0.31 0.108
C 2.65396 0.41757 5.23083 0.22 0.58 0.67 -1.488
Cl 3.72336 1.61149 4.50299 0.31 -0.32 -0.84 0.537
Cl 1.78313 1.41442 6.43495 -0.31 -0.83 0.35 0.496
Cl 3.63793 -0.91031 5.91529 -0.63 0.43 -0.09 0.518
H 1.90168 -0.00104 4.56229 0.40 0.12 -0.13 -0.007
C -2.60938 -3.06319 4.49667 -0.62 -0.73 0.14 -1.454
Cl -2.24534 -1.93913 5.86885 -0.24 -0.72 -1.14 0.513
Cl -4.27984 -3.78110 4.64203 0.67 0.80 0.03 0.503
Cl -1.52493 -4.43772 4.41519 0.53 -0.06 0.45 0.560
H -2.50734 -2.63133 3.50109 -0.33 0.67 0.47 0.010
C 5.01196 -4.68632 1.19829 -1.02 0.18 -0.50 -0.055
C 3.52413 -4.65218 1.74648 3.19 0.64 0.31 -0.299
O 2.64482 -5.55579 1.24694 -0.15 -1.65 -0.63 -0.143
C 1.40381 -5.57703 1.93684 0.64 -0.45 -0.12 -0.263
C 0.65457 -4.35535 1.59842 -1.44 2.09 -0.30 -0.104
H 5.61219 -4.03929 1.83796 -0.17 0.16 0.09 0.067
H 5.57541 -5.61632 1.12268 -0.58 -0.36 0.16 0.069
H 4.98920 -4.22279 0.21203 0.27 -0.13 -0.13 0.033
H 3.66765 -4.83690 2.81108 -0.52 0.55 0.46 0.119
H 3.23822 -3.63729 1.47015 -0.36 0.37 0.69 0.104
H 1.00816 -6.55952 1.67941 -0.60 0.34 -0.17 0.126
H 1.49849 -5.53800 3.02201 0.62 -0.46 0.30 0.112
H 0.91267 -3.49701 2.21870 0.36 -0.20 0.53 0.058
H -0.42386 -4.39473 1.75186 -0.07 -0.41 -0.32 0.055
H 0.87257 -3.91377 0.62601 -0.20 -0.66 -0.52 0.076
C -3.72926 2.86185 3.90889 0.16 -0.08 1.47 -0.054
C -4.27836 1.61046 4.62556 0.18 2.03 -1.52 -0.216
O -4.83137 0.84984 3.57133 0.29 -0.03 0.11 -0.207
C -5.42840 -0.29170 4.04814 -1.06 -2.64 0.08 -0.297
C -6.16553 -1.00319 2.92845 -0.59 0.73 -0.64 -0.052
H -4.44334 3.32707 3.22936 0.08 -0.41 -0.26 0.078
H -3.55892 3.61306 4.68010 0.28 0.13 0.05 0.077
H -2.75902 2.60065 3.48639 -0.22 0.31 -0.45 0.063
H -3.43159 1.13276 5.11839 -0.33 -0.44 0.24 0.121
H -5.10951 1.87672 5.27856 0.22 -0.13 0.45 0.125
H -4.73640 -1.03728 4.43977 0.61 0.34 0.24 0.063
H -6.11072 -0.07508 4.87009 -0.18 0.25 0.10 0.128
H -5.57657 -1.05757 2.01288 0.39 -0.29 0.11 0.070
H -7.02550 -0.40356 2.63013 -0.30 -0.03 0.08 0.076
H -6.51829 -2.00613 3.16884 0.19 0.12 0.22 0.074
C 5.43951 -1.30903 -0.08784 -0.32 1.06 1.35 -0.056
C 5.22192 0.14666 0.48942 2.43 -1.27 -1.44 -0.181
O 6.56399 0.76568 0.23819 -2.23 0.06 0.34 -0.168
C 6.61114 2.18517 0.37580 0.23 -0.38 -0.54 -0.293
C 6.51292 2.63698 1.81266 -0.12 -0.39 0.01 -0.072
H 5.83753 -1.29778 -1.10250 -0.58 0.24 -0.11 0.080
H 6.17891 -1.87467 0.47911 -0.03 0.21 0.31 0.064
H 4.48264 -1.81547 0.03866 -0.01 -0.28 -0.49 0.049
H 4.40866 0.59161 -0.08391 0.30 0.38 -0.03 0.075
H 4.94709 0.16856 1.54398 0.23 -0.11 0.09 0.102
H 7.53438 2.45542 -0.13674 0.40 0.08 0.49 0.116
H 5.87089 2.68942 -0.24537 -0.46 -0.15 0.11 0.090
H 7.13920 1.99812 2.43533 0.36 0.29 0.01 0.083
H 5.50476 2.45917 2.18697 -0.19 0.28 -0.06 0.037
H 6.76368 3.69403 1.90129 0.03 -0.06 0.21 0.079
```
Positions in Å, forces in eV/Å.

HOMO-LUMO gap (spin up / spin down) in eV: 6.41 / 5.55
Lowest unoccupied orbital energy (spin up / spin down) in eV: -3.1 / -4.0
Charge: 0
2S+1: 6

=====

Asked for F_max across the records above, the calculation gives 1.2, 6.3 eV Å⁻¹ in order.